# 1
Computed, not measured: one molecule with the formula C4H5NO in a non-equilibrium geometry, with the ωB97M-V functional and the def2-TZVPD basis.

* multiplicity: 1
* HOMO: -9.25 eV
* E_LUMO: 0.2988 eV
* energy relative to the best compared isomer or geometry (same formula, charge and spin): 79.4 kcal per mole
* strongest force on any atom: 1.1 eV Å⁻¹

XYZ file:
```
11
C4H5NO the ωB97M-V functional and the def2-TZVPD basis
H -3.1776 0.3363 -0.6323
C -2.1650 -0.0509 -0.8949
H -0.1555 -1.2499 -0.6111
N 3.2151 -0.3705 0.1705
O -1.5624 -0.0378 0.2636
H 0.6042 1.0931 -0.8539
H -0.0917 -1.1037 1.1794
C -0.2237 -0.5674 0.2378
C 0.7728 0.5791 0.0989
C 2.1451 0.0660 0.1351
H 0.6386 1.3058 0.9069
```

Formally, the Mulliken partial charges of the atoms, in units of the elementary charge, are as follows: 0.179 -0.310 0.398 -0.376 -0.215 0.260 0.342 -0.448 -0.290 0.170 0.291

***

# 2
Computed, not measured: C22H29F15O12Pb as an isolated structure in a non-equilibrium geometry, with the ωB97M-V functional and the def2-TZVPD basis.

* multiplicity: 1
* HOMO: -7.37 eV
* E_LUMO: 0.4806 eV
* energy relative to the best compared isomer or geometry (same formula, charge and spin): 26.5 kcal per mole
* strongest force on any atom: 3.0 eV Å⁻¹

XYZ file:
```
79
C22H29F15O12Pb the ωB97M-V functional and the def2-TZVPD basis
C -3.3442 -0.7111 -1.4042
C -2.8455 3.1684 -1.7193
C 0.4938 -1.1090 3.7887
F 2.8220 -1.1839 3.8213
H -3.6836 -1.2276 -2.3136
H 2.9994 -0.7077 0.9682
H 5.4717 -1.5096 0.7627
O 1.5880 1.5242 0.8149
O -0.2354 -1.8646 4.5421
H 3.8549 0.0636 -0.3344
H -4.1307 0.0107 -1.1065
C -1.0263 0.5564 -5.6003
H 5.9913 0.0471 1.1335
O 0.2497 -0.8000 2.6679
F 3.3511 3.2407 3.1191
O -2.5627 4.1032 -0.6387
O 0.7963 0.8853 -1.9376
H 0.1044 -3.2667 1.0800
H -0.4674 -0.3115 -3.6969
C -1.4475 -2.4147 4.0080
H -4.7687 4.0600 -2.2980
C 1.0631 -2.6274 -1.1500
H -1.3337 1.1553 -3.5649
F -0.4698 5.6361 1.2525
H -1.3979 -3.8048 5.6792
C 5.1241 -0.6039 1.2648
F 1.9145 0.7321 4.1861
C 3.8205 -0.0234 0.7539
F -2.5930 5.7608 1.2449
C 2.6167 2.0170 -2.8844
H -1.9524 2.7555 -2.1764
C -0.1830 -3.9729 0.2929
C -3.1773 -1.7399 -0.3019
F -1.6317 4.2817 2.5128
O -2.2164 0.1048 -1.6300
H -0.2600 0.2432 -6.3055
O 0.9040 -1.6743 -0.4662
H -1.2283 -3.0144 3.1284
H -3.4097 2.3433 -1.2892
C -3.7427 3.9522 -2.6532
C 2.6633 3.2881 1.9745
H -3.9128 3.2992 -3.5213
H -3.3774 4.9155 -2.9965
O -2.4476 -1.4323 0.8472
F 2.9041 -1.7566 -2.3077
F 2.8419 2.6399 -1.7379
C -0.5718 0.6629 -4.1651
C 1.2132 1.3864 -2.9284
H -1.8462 -0.1641 -5.5433
C -1.5814 4.8934 1.3394
F 3.2055 4.1734 1.1100
H -2.6735 -2.6327 -0.7444
C 1.9120 -2.6144 -2.4435
C -1.6112 3.8525 0.2035
F 2.2978 -3.8059 -2.8183
O 0.7071 -3.8365 -0.8200
H 0.7496 -5.7898 1.0438
F 1.0918 -2.1463 -3.4143
F 2.8085 2.8957 -3.8792
H -0.8027 -5.3888 1.8612
H 5.0104 -0.8093 2.3275
O 0.6196 1.4936 -4.0706
H -2.1781 -1.6370 3.7861
C 2.5992 1.9107 1.2802
H -0.6832 -5.9703 0.1463
O -0.8997 2.8844 0.2430
H -4.1738 -2.1243 -0.0205
H -2.4524 -2.5482 5.8939
H -2.9662 -3.8088 4.7449
O 3.6913 1.2257 1.4349
C -2.1236 -3.2255 5.0969
F 1.8706 -0.8559 5.7231
C 1.7845 -0.5638 4.4356
H -1.4858 1.4620 -5.9983
Pb -0.7714 0.2685 0.2192
F 1.4370 3.7362 2.2553
F 3.5078 1.0170 -3.0367
H -1.1697 -3.6187 -0.0075
C -0.2442 -5.3501 0.9366
```

Formally, the Mulliken partial charges of the atoms, in units of the elementary charge, are as follows: -0.679 0.850 0.221 -0.269 0.229 -0.192 0.401 -0.107 -0.327 0.074 0.225 -1.632 0.372 -0.463 -0.244 -0.332 0.097 -0.242 -0.103 0.505 0.374 0.299 -0.228 -0.268 0.376 -1.601 -0.224 0.729 -0.275 0.796 -0.253 0.886 -0.491 -0.229 -0.314 0.381 0.040 -0.143 0.041 -1.575 0.745 0.422 0.377 -0.621 -0.203 -0.189 0.975 0.306 0.414 0.801 -0.244 0.086 0.769 0.155 -0.267 -0.406 0.352 -0.296 -0.275 0.352 0.327 -0.408 0.244 0.198 0.348 -0.308 0.311 0.379 0.401 -0.330 -1.583 -0.261 0.935 0.355 1.473 -0.212 -0.260 -0.153 -1.415

***

# 3
Computed, not measured: one molecule with the formula C6H12O in a non-equilibrium geometry, with the ωB97M-V functional and the def2-TZVPD basis.

* multiplicity: 1
* HOMO: -9.42 eV
* E_LUMO: 1.1488 eV
* SMILES string: CCO[C@H]1C[C@H]1C
* energy relative to the best compared isomer or geometry (same formula, charge and spin): 39.5 kcal per mole
* strongest force on any atom: 2.9 eV Å⁻¹

XYZ file:
```
19
C6H12O the ωB97M-V functional and the def2-TZVPD basis
H 2.8702 0.8827 0.7830
H -1.1416 -2.2641 1.4639
C 2.0082 0.3293 0.3966
H -1.5022 -1.1518 -1.3801
C 0.1666 2.2171 0.1560
H -0.8027 1.1713 -1.5509
H 0.0765 2.1896 1.2344
H 1.4161 -0.0386 1.2401
O -0.9315 0.0475 0.2096
H 1.6092 1.8325 -1.2194
H -0.0068 3.1987 -0.2973
C -1.6780 -2.1852 0.5129
H -1.7340 -3.1809 0.0611
C -0.3263 1.0188 -0.5815
H 2.3890 -0.5326 -0.1616
H 0.0546 -1.5696 -0.6328
C -0.9683 -1.2217 -0.4171
H -2.6957 -1.8392 0.7191
C 1.1390 1.1802 -0.4637
```

Formally, the Mulliken partial charges of the atoms, in units of the elementary charge, are as follows: 0.387 0.297 -1.366 0.338 -0.862 0.384 0.247 0.276 -0.381 0.362 0.270 -1.247 0.381 -0.034 0.294 0.219 -0.100 0.293 0.241

***

# 4
Computed, not measured: one molecule with the formula C5H9N3 in a non-equilibrium geometry, with the ωB97M-V functional and the def2-TZVPD basis.

* multiplicity: 1
* HOMO: -8.57 eV
* E_LUMO: 0.8082 eV
* SMILES string: C=C1C=NNC[C@H]1N
* energy relative to the best compared isomer or geometry (same formula, charge and spin): 44.1 kcal per mole
* strongest force on any atom: 2.4 eV Å⁻¹

XYZ file:
```
17
C5H9N3 the ωB97M-V functional and the def2-TZVPD basis
C -0.1058 -1.6509 -0.3197
H 0.3323 1.0530 -1.6789
C -0.9261 -0.4861 0.0263
H 1.8481 1.3660 0.8102
H 2.8024 -0.6733 -0.0164
H -0.6331 1.4444 1.0479
H -2.8409 -1.4759 -0.0211
C -0.2066 0.8120 0.2629
N 1.8620 -0.4294 -0.2380
N 1.1597 -1.6316 -0.4432
H 1.1693 0.0639 1.7763
C -2.2391 -0.5802 0.1201
C 1.1962 0.4774 0.7471
H -2.9373 0.2267 0.3456
N -0.1828 1.5965 -0.9954
H 0.3032 2.4866 -0.8968
H -0.6014 -2.5993 -0.5270
```

Formally, the Mulliken partial charges of the atoms, in units of the elementary charge, are as follows: -0.276 0.315 0.550 0.416 0.262 0.405 0.290 0.242 -0.227 -0.605 0.315 -1.047 -0.901 0.283 -0.677 0.264 0.390

***

# 5
Computed, not measured: one molecule with the formula CH3NO3S in a non-equilibrium geometry, with the ωB97M-V functional and the def2-TZVPD basis.

* multiplicity: 1
* HOMO: -10.91 eV
* E_LUMO: 0.5994 eV
* SMILES string: O=CN[SH](=O)=O
* energy relative to the best compared isomer or geometry (same formula, charge and spin): 30.6 kcal per mole
* strongest force on any atom: 4.1 eV Å⁻¹

XYZ file:
```
9
CH3NO3S the ωB97M-V functional and the def2-TZVPD basis
H -2.4932 -0.0075 0.4009
H 0.9915 0.9905 -0.9062
H -0.3393 -0.3818 1.5469
C -1.4972 0.0455 -0.0970
O 2.2303 0.2988 0.8904
O 1.5512 -1.1500 -1.0041
S 1.3401 -0.0383 -0.1307
O -1.5315 0.3699 -1.2512
N -0.2517 -0.1270 0.5510
```

Formally, the Mulliken partial charges of the atoms, in units of the elementary charge, are as follows: 0.360 0.181 0.258 0.114 -0.511 -0.523 0.866 -0.480 -0.265

***

# 6
Computed, not measured: one molecule with the formula C3H6S3 in a non-equilibrium geometry, with the ωB97M-V functional and the def2-TZVPD basis.

* multiplicity: 1
* HOMO: -8.68 eV
* E_LUMO: -0.7113 eV
* SMILES string: CSC(=S)CS
* energy relative to the best compared isomer or geometry (same formula, charge and spin): 18.4 kcal per mole
* strongest force on any atom: 2.0 eV Å⁻¹

XYZ file:
```
12
C3H6S3 the ωB97M-V functional and the def2-TZVPD basis
H -1.7839 -2.2268 0.8233
C 1.0750 1.0729 -0.3328
C 0.4946 -0.3125 -0.4292
S 0.3444 -1.0173 1.1720
S -0.2208 2.3042 0.0476
H 1.9165 0.9861 0.4432
H -2.0724 -0.4953 1.1014
C -1.4514 -1.3454 1.3791
H 1.5986 1.4495 -1.2150
S -0.0251 -1.0782 -1.7603
H -1.6163 -1.4996 2.4619
H -0.3290 1.9572 1.3348
```

Formally, the Mulliken partial charges of the atoms, in units of the elementary charge, are as follows: 0.308 -0.592 0.115 -0.029 -0.157 0.303 0.280 -0.797 0.348 -0.211 0.303 0.129

***

# 7
Computed, not measured: a 2-piece molecular cluster, C25H33O2Si overall in a non-equilibrium geometry, with the ωB97M-V functional and the def2-TZVPD basis.

* multiplicity: 1
* HOMO: -10.14 eV
* total charge: +1
* E_LUMO: -5.0818 eV
* strongest force on any atom: 2.4 eV Å⁻¹

XYZ file:
```
61
C25H33O2Si the ωB97M-V functional and the def2-TZVPD basis
C -0.3163 -4.6074 2.7545
C 0.9003 -0.4855 -1.7800
H -1.0287 -3.8310 3.0230
C 1.7174 -5.3462 1.6508
C 1.5155 -6.6273 2.1405
C 0.7974 -4.2923 1.9191
H 2.0474 5.3761 -2.8317
H -1.5169 0.0743 -2.8369
H -3.1605 1.4473 3.3059
H -0.4826 3.9509 1.0645
H -4.4213 3.5056 -3.1782
H 0.2467 -1.3530 -1.8328
C 1.5748 2.6788 -4.7128
C 0.3917 -0.6080 1.1249
H -0.7804 -2.0909 2.1334
H 1.8769 -2.8297 0.7457
C 1.4948 4.5920 -2.2974
C 3.7916 2.5843 -2.5418
H -3.1402 4.5333 1.7154
H 2.5953 -5.1166 1.0438
H -3.5796 3.7028 3.2216
H -1.1254 3.0518 -1.8836
H 1.9623 -0.6035 -1.5617
H 0.0588 -9.0213 2.5913
H -0.7635 -8.3541 4.0204
C -1.9291 2.8186 2.2079
C -0.5086 -5.8952 3.2344
C 0.3886 0.7337 -2.1149
H 2.2356 -7.4191 1.9213
C -0.0228 1.8493 1.0714
C -2.7393 4.0125 2.5935
Si 2.0082 2.9187 -2.9286
O 1.1965 1.8321 -1.9464
H 0.4923 2.7474 -4.8762
C 0.9932 -2.9849 1.3700
C -2.2835 1.5431 2.6633
C 0.3894 -6.9244 2.9252
C -1.5491 0.4220 2.3062
C -0.9567 0.9581 -2.5153
H 3.9629 2.6676 -1.4607
H 4.0840 1.5790 -2.8697
C 0.1375 -1.9033 1.5761
O -2.7791 2.3564 -2.9587
H 4.4331 3.3142 -3.0500
H -2.1374 4.7405 3.1509
H -2.9190 4.2795 -3.7557
H 2.0637 3.4730 -5.2944
H 0.4232 4.7659 -2.4526
H 0.8822 1.9733 0.4735
H -1.8685 -0.5586 2.6521
C -0.7838 2.9578 1.4098
H 1.7167 4.6809 -1.2259
C -3.3640 3.6684 -2.9558
H -3.2464 4.1732 -1.9838
H 1.9338 1.7085 -5.0802
C -0.3852 0.5372 1.4888
H -1.3692 -6.1231 3.8680
H 0.9836 -8.6725 4.0490
C 0.1547 -8.3158 3.4255
H 1.2771 -0.4391 0.5104
C -1.5698 2.1946 -2.4264
```

Formally, the Mulliken partial charges of the atoms, in units of the elementary charge, are as follows: -0.647 -1.474 0.309 -0.662 -0.601 0.748 0.409 0.357 0.318 0.472 0.259 0.304 -1.021 -0.194 0.192 0.412 -0.973 -1.066 0.292 0.352 0.368 0.150 0.455 0.325 0.362 1.122 -0.759 1.147 0.405 -0.383 -1.353 0.236 -0.186 0.303 -0.232 -0.862 1.028 -0.898 -0.831 0.288 0.293 -0.052 -0.431 0.377 0.335 0.290 0.411 0.286 0.247 0.262 -0.507 0.266 -0.629 0.256 0.315 0.705 0.290 0.330 -1.312 0.461 0.335

***

Q: Look up the E_LUMO of the fourth one.
A: 0.8082 eV